1.
{"formula": "CH11O4S", "method": "ωB97M-V/def2-TZVPD", "species": ["C", "S", "H", "H", "H", "H", "H", "O", "H", "H", "O", "H", "H", "O", "H", "H", "O"], "xyz": [[-1.993, 3.360, -0.769], [-0.495, 2.623, 0.034], [-2.703, 3.058, -0.145], [-2.104, 2.980, -1.759], [-2.040, 4.444, -1.007], [2.899, 0.674, -0.257], [1.504, 1.154, 0.210], [2.140, 0.461, 0.368], [-1.032, 0.740, 0.687], [-1.906, -0.532, 0.772], [-0.959, -0.210, 0.947], [1.651, -3.904, -0.362], [0.785, -5.201, -0.675], [1.719, -4.881, -0.403], [1.429, -1.165, 0.704], [0.115, -1.609, 0.953], [0.991, -1.991, 0.700]], "lowdin_charge": [-0.61, 0.25, -0.08, -0.02, 0.01, 0.09, -0.08, -0.10, -0.14, 0.07, -0.18, 0.00, 0.07, -0.13, -0.06, 0.00, -0.10], "charge": -1, "homo_lumo_gap_ev": 6.924, "max_force_ev_per_a": 4.32, "de_lowest_kj_mol": 111.9}

2.
{"formula": "CH11O4S", "method": "ωB97M-V/def2-TZVPD", "species": ["C", "S", "H", "H", "H", "H", "H", "O", "H", "H", "O", "H", "H", "O", "H", "H", "O"], "xyz": [[0.630, 1.814, 0.636], [-0.174, 0.310, 1.339], [0.702, 2.540, 1.488], [-0.029, 2.414, -0.096], [1.583, 1.649, 0.079], [-2.971, 2.424, 0.315], [-2.140, 1.455, 1.129], [-2.789, 2.280, 1.258], [-1.957, -2.948, 1.088], [-2.055, -1.955, 0.043], [-2.166, -2.870, 0.163], [3.291, 0.364, 1.892], [2.230, -0.804, 2.308], [3.098, -0.613, 1.817], [2.163, -1.302, -5.330], [1.358, -0.275, -5.924], [1.462, -1.223, -6.017]], "lowdin_charge": [-0.68, 0.16, -0.01, 0.01, -0.01, 0.00, -0.06, -0.20, 0.02, -0.03, -0.06, 0.04, 0.01, -0.18, 0.05, 0.02, -0.08], "charge": -1, "homo_lumo_gap_ev": 6.057, "max_force_ev_per_a": 2.74, "de_lowest_kj_mol": 135.7}

3.
{"formula": "CH11O4S", "method": "ωB97M-V/def2-TZVPD", "species": ["C", "S", "H", "H", "H", "H", "H", "O", "H", "H", "O", "H", "H", "O", "H", "H", "O"], "xyz": [[-0.836, -2.589, -0.595], [0.382, -1.429, 0.085], [-1.397, -3.135, 0.161], [-1.590, -1.966, -1.070], [-0.383, -3.108, -1.436], [0.612, 1.585, 2.105], [0.207, 0.393, 1.223], [-0.073, 1.309, 1.485], [3.993, -0.054, -1.484], [2.723, -0.136, -0.645], [3.302, 0.494, -1.102], [-1.968, -0.287, 0.267], [-2.974, -0.643, 1.294], [-2.851, -0.706, 0.330], [0.944, 3.017, -0.180], [-0.485, 3.452, -0.129], [0.396, 3.802, -0.307]], "lowdin_charge": [-0.66, 0.26, 0.00, -0.03, -0.01, 0.02, -0.14, -0.16, 0.02, -0.05, -0.10, -0.02, 0.04, -0.12, 0.02, 0.02, -0.09], "charge": -1, "homo_lumo_gap_ev": 6.734, "max_force_ev_per_a": 1.53, "de_lowest_kj_mol": 84.9}

4.
{"formula": "CH11O5", "method": "ωB97M-V/def2-TZVPD", "species": ["C", "O", "H", "H", "H", "H", "H", "O", "H", "H", "O", "H", "H", "O", "H", "H", "O"], "xyz": [[-0.077, -0.942, -0.014], [-0.317, 0.341, -0.538], [-0.944, -1.604, -0.178], [0.833, -1.338, -0.497], [0.235, -0.874, 1.044], [0.974, 1.068, -1.022], [2.431, 0.924, -1.597], [1.720, 1.540, -1.561], [-1.043, 0.098, -2.137], [-2.024, -0.919, -2.742], [-1.725, -0.016, -2.830], [2.334, -0.177, 2.700], [2.719, 0.810, 3.732], [2.383, -0.080, 3.641], [-1.729, 0.443, 0.354], [-3.285, 0.169, 0.645], [-2.486, 0.557, 1.002]], "lowdin_charge": [-0.29, -0.42, 0.06, 0.05, 0.06, -0.01, -0.03, -0.15, -0.01, 0.00, -0.10, 0.02, 0.03, -0.05, -0.02, 0.00, -0.12], "charge": -1, "homo_lumo_gap_ev": 7.969, "max_force_ev_per_a": 1.85, "de_lowest_kj_mol": 73.9}